# 1
20
Properties=species:S:1:pos:R:3:forces:R:3 method="wB97M-V/def2-TZVPD" spin_multiplicity=3 homo_ev="-9.26 / -15.21" de_lowest_ev=4.132 total_charge=+1 gap_ev="5.6 / 7.6"
C -0.524 0.033 -0.848 1.0 0.5 3.8
C -0.006 0.921 1.915 0.0 3.3 1.0
C -0.508 -1.871 -2.185 1.2 -0.1 1.1
C 1.326 0.017 -2.285 -5.1 1.8 -0.3
C 0.431 -0.852 -1.372 -1.2 -1.5 -3.6
N -0.611 0.206 2.744 -4.0 -4.2 2.4
N 0.297 2.180 2.088 1.8 1.4 -0.1
O -1.477 0.715 -0.726 -1.0 0.5 -0.9
O -1.231 0.643 4.048 0.7 1.4 -2.5
H -1.495 -1.872 -1.747 -0.4 0.1 -0.2
H -0.112 -2.860 -2.022 0.2 -0.5 -0.2
H -0.484 -1.644 -3.224 -0.3 0.3 -0.8
H 1.473 -0.365 -3.267 0.0 -0.3 -0.7
H 0.702 1.026 -2.290 1.5 -1.7 -1.0
H 2.168 0.319 -1.852 3.8 0.7 1.8
H 0.969 -1.480 -0.696 0.5 0.1 1.0
H -1.293 -0.594 2.539 1.9 1.3 -0.6
H 0.932 2.704 1.432 -1.0 -1.1 0.7
H 0.245 2.665 3.046 -0.4 -1.2 -1.7
H -0.803 0.110 4.705 0.8 -0.8 0.8


# 2
74
Properties=species:S:1:pos:R:3:forces:R:3 method="wB97M-V/def2-TZVPD" homo_ev=-4.22 total_charge=-1 gap_ev=5.9
C -3.919 -3.928 5.561 0.6 0.2 -0.2
C -3.612 -4.010 4.084 -0.6 -2.2 -1.5
O -3.786 -5.052 3.455 0.2 2.6 1.3
O -3.216 -2.867 3.449 0.2 -0.9 0.2
C -2.272 -2.042 4.122 0.2 0.9 0.2
C -0.937 -1.951 3.416 -0.4 -0.5 -0.7
C -0.120 -3.248 3.263 0.1 0.6 0.3
C -0.277 -4.289 4.359 0.3 -0.2 0.1
C 1.064 -4.924 4.744 -0.3 0.4 0.3
C 0.912 -6.183 5.573 -0.2 -0.2 -0.1
C 0.564 -7.480 4.829 0.7 -0.1 -0.4
C 1.216 -7.658 3.433 -0.6 0.1 0.0
Al -0.065 -7.465 1.871 0.1 -0.5 0.2
F -1.232 -8.735 2.123 0.1 0.3 0.0
H -3.913 -2.913 5.937 -0.2 0.2 0.1
H -4.859 -4.418 5.759 -0.3 -0.1 -0.1
H -3.141 -4.478 6.078 0.1 -0.2 0.2
H -2.121 -2.322 5.159 -0.1 -0.3 0.1
H -2.695 -1.039 4.140 -0.2 0.2 0.0
H -1.148 -1.585 2.413 0.0 0.2 -0.2
H -0.371 -1.162 3.903 0.1 0.1 0.3
H -0.304 -3.672 2.285 -0.2 -0.3 -0.1
H 0.924 -2.940 3.251 0.2 0.0 -0.1
H -0.982 -5.061 4.068 -0.2 -0.1 -0.2
H -0.646 -3.830 5.276 -0.2 0.1 0.2
H 1.558 -4.179 5.373 0.3 0.1 0.0
H 1.699 -5.054 3.877 0.0 -0.3 -0.3
H 1.819 -6.353 6.147 0.3 0.0 0.0
H 0.138 -5.984 6.317 -0.1 0.0 0.2
H -0.509 -7.637 4.758 -0.3 0.2 0.0
H 0.940 -8.287 5.455 -0.2 -0.2 0.3
H 2.124 -7.067 3.320 0.2 0.1 0.1
H 1.532 -8.699 3.371 0.1 -0.2 -0.2
H -0.790 -6.031 1.830 -0.1 0.2 0.0
H 0.720 -7.801 0.490 0.1 0.0 -0.2
C -0.177 0.989 -0.978 -0.1 0.0 0.0
C 1.027 1.279 -0.085 0.1 0.0 -0.1
C 1.173 -0.037 0.670 -0.1 0.0 0.1
O 0.717 -1.060 -0.211 0.0 0.1 0.0
C 0.048 -0.475 -1.329 0.1 0.0 0.0
H -0.239 1.632 -1.854 0.0 0.0 0.0
H -1.101 1.099 -0.405 0.0 0.0 0.0
H 1.912 1.464 -0.700 0.0 0.0 0.0
H 0.889 2.133 0.578 0.0 0.0 0.0
H 0.546 -0.049 1.568 0.1 0.1 0.0
H 2.202 -0.248 0.963 0.0 -0.1 0.0
H 0.692 -0.576 -2.211 0.0 0.0 0.0
H -0.879 -1.018 -1.516 0.0 -0.1 0.0
C -0.795 5.687 -3.874 -0.1 0.0 0.0
C 0.411 5.978 -2.988 0.1 0.0 -0.1
C 0.571 4.664 -2.237 -0.1 -0.1 0.0
O 0.112 3.638 -3.122 0.0 0.1 -0.1
C -0.568 4.226 -4.235 0.2 0.0 0.0
H -0.864 6.333 -4.749 0.0 0.0 0.0
H -1.716 5.794 -3.298 0.0 0.0 0.0
H 1.291 6.166 -3.608 0.0 0.0 0.0
H 0.274 6.830 -2.324 0.0 0.0 0.0
H -0.046 4.644 -1.333 0.0 0.0 0.0
H 1.604 4.456 -1.954 0.0 -0.1 0.0
H 0.072 4.130 -5.120 0.0 0.0 0.0
H -1.494 3.682 -4.419 0.0 -0.1 0.0
C 2.157 7.608 -6.410 0.0 -0.1 0.0
C 2.343 7.203 -7.870 0.0 0.1 0.0
C 0.898 7.083 -8.339 0.0 -0.1 0.1
O 0.144 8.026 -7.573 0.0 0.0 0.0
C 0.938 8.514 -6.491 0.0 0.1 -0.1
H 3.025 8.103 -5.977 0.0 0.0 0.0
H 1.930 6.726 -5.807 0.0 0.0 0.0
H 2.854 7.998 -8.416 0.0 0.0 0.0
H 2.908 6.282 -8.003 0.0 0.0 0.0
H 0.501 6.081 -8.144 0.0 0.0 0.0
H 0.775 7.303 -9.400 0.0 0.0 0.0
H 1.224 9.549 -6.711 0.0 0.0 0.1
H 0.346 8.507 -5.575 -0.1 0.0 0.0


# 3
16
Properties=species:S:1:pos:R:3:forces:R:3 method="wB97M-V/def2-TZVPD" spin_multiplicity=2 homo_ev="-12.11 / -12.73" de_lowest_ev=0.516 total_charge=+1 gap_ev="7.7 / 8.4"
O 5.076 -3.392 1.228 0.3 0.1 -0.6
Na 8.252 -5.407 1.189 -0.1 0.0 0.1
O 6.119 -5.322 1.693 0.3 -0.2 -0.5
C 5.113 -4.661 1.666 -0.2 0.4 0.9
O 3.959 -5.030 2.174 0.1 -0.5 -0.1
C 3.004 -3.961 2.065 -0.5 0.2 -0.3
H 2.206 -4.277 1.385 0.2 0.1 0.2
H 2.595 -3.739 3.057 0.2 0.0 -0.3
C 3.843 -2.823 1.517 -0.1 0.3 0.8
F 4.019 -1.814 2.382 -0.1 -0.1 -0.3
H 3.153 -1.914 0.122 -1.2 1.9 -2.5
C 2.575 -1.261 -0.973 0.7 -1.8 2.1
C 2.653 0.011 -1.332 0.6 -0.2 0.4
H 1.976 -2.022 -1.478 0.2 0.3 -0.1
H 2.218 0.366 -2.272 -0.1 -0.2 0.4
H 3.223 0.743 -0.752 -0.2 -0.3 -0.2


# 4
9
Properties=species:S:1:pos:R:3:forces:R:3 method="wB97M-V/def2-TZVPD" homo_ev=-8.70 de_lowest_ev=3.473 gap_ev=7.4
C 1.406 0.478 -0.367 1.5 3.5 -0.9
C -0.442 0.447 0.185 -5.7 -3.8 1.0
C 0.033 -1.055 0.343 -1.1 2.3 -1.5
H 2.386 0.645 -0.546 3.0 2.2 -1.2
N 0.413 1.289 -0.297 3.8 0.7 -1.0
N -1.735 0.648 -0.011 -8.6 -3.1 4.1
N -2.931 0.391 0.292 8.7 2.2 -2.8
O -0.545 -2.088 0.480 1.5 1.2 0.2
O 1.416 -0.756 -0.078 -3.0 -5.2 2.0


# 5
27
Properties=species:S:1:pos:R:3:forces:R:3 method="wB97M-V/def2-TZVPD" homo_ev=-8.80 de_lowest_ev=3.431 gap_ev=8.0
C -3.482 -0.551 0.260 2.0 -1.1 -0.9
C -2.924 0.157 -0.806 -0.9 2.6 -0.7
C -2.722 -1.497 0.924 0.9 0.7 0.3
C -1.615 -0.037 -1.239 0.0 0.2 -0.4
C -1.423 -1.654 0.510 1.8 -1.2 1.2
C -0.858 -0.952 -0.510 0.8 0.8 -1.2
C 2.270 0.898 -0.044 -1.5 1.6 -1.4
C 1.117 1.372 0.532 1.1 -2.2 0.8
C 0.594 -1.116 -0.924 -1.1 -1.5 -1.1
C 2.753 1.430 -1.461 -1.6 2.5 4.3
C 0.639 0.893 1.911 0.4 -0.7 0.2
N 3.102 -0.049 0.520 1.0 -0.5 1.1
N 1.405 -1.886 -0.075 1.0 -0.3 1.0
O 0.882 -0.943 -2.093 0.5 0.5 0.6
S 2.750 -1.533 0.604 -1.8 1.1 -1.3
H -4.490 -0.655 0.398 -2.6 1.0 0.7
H -3.494 1.102 -1.177 0.8 -2.2 0.2
H -2.940 -1.911 1.897 -0.9 -0.5 -0.3
H -1.162 0.449 -2.150 -0.6 -0.3 1.3
H -0.722 -2.337 1.020 -0.7 0.3 0.0
H 0.357 1.869 -0.054 0.5 0.6 -0.1
H 1.831 1.521 -2.008 0.1 0.4 -0.6
H 3.418 0.774 -1.861 1.8 -1.8 -1.4
H 3.265 2.423 -1.169 -0.8 -1.4 -1.1
H -0.024 1.569 2.409 -0.6 0.8 -0.1
H 1.396 0.722 2.690 0.4 0.1 -0.7
H 0.076 -0.058 1.897 0.2 0.3 -0.4


# 6
86
Properties=species:S:1:pos:R:3:forces:R:3 method="wB97M-V/def2-TZVPD" spin_multiplicity=2 homo_ev="-10.36 / -10.22" de_lowest_ev=2.763 total_charge=+1 gap_ev="7.4 / 6.5"
Ir 0.357 0.190 0.065 1.6 1.9 2.6
N -0.981 -0.049 1.994 0.2 0.5 -1.5
C -1.774 -1.282 1.910 0.0 -0.3 -0.4
C -1.511 -2.005 0.575 -0.2 -0.3 0.8
O -1.651 -3.213 0.509 -0.3 0.3 -0.2
O -1.177 -1.220 -0.393 0.9 0.2 -0.9
H -0.508 0.047 2.882 0.3 0.0 -0.1
H -1.613 0.746 1.846 -0.1 0.1 0.3
H -2.843 -1.055 1.920 0.0 0.1 0.1
H -1.550 -1.969 2.719 0.0 0.1 0.0
C 5.022 0.799 -0.585 -0.4 -0.2 0.2
S 3.655 -0.371 -0.318 1.1 -0.2 -0.5
C 4.129 -1.539 -1.622 -0.2 0.1 0.3
O 2.488 0.377 -0.924 -1.6 0.3 -0.4
H 4.920 1.250 -1.569 0.0 -0.1 -0.1
H 5.969 0.273 -0.485 0.0 0.0 0.0
H 4.940 1.565 0.184 0.0 0.0 0.0
H 5.014 -2.091 -1.307 0.0 0.0 0.0
H 4.310 -0.986 -2.541 0.0 0.0 0.0
H 3.291 -2.222 -1.754 0.0 0.0 0.1
C 0.345 -6.277 0.773 0.0 -0.2 -0.1
N 0.698 -4.958 1.249 0.0 0.1 0.2
N 1.096 -3.929 0.433 0.2 0.1 0.2
C 1.189 -2.782 1.168 -0.1 -0.5 0.3
O 1.570 -1.684 0.663 -0.7 0.6 -0.4
C 0.850 -3.139 2.493 0.1 0.2 0.0
C 0.540 -4.479 2.495 0.1 0.1 -0.2
C 0.101 -5.366 3.603 0.0 0.0 0.0
C 1.400 -4.112 -0.941 0.0 -0.2 -0.3
C 0.643 -3.458 -1.902 -0.1 0.1 0.0
C 0.915 -3.694 -3.243 0.1 0.0 0.0
C 1.921 -4.575 -3.615 0.0 0.0 0.0
C 2.688 -5.205 -2.643 0.0 0.0 0.0
C 2.432 -4.972 -1.302 0.0 0.1 0.1
H 0.290 -6.271 -0.310 0.0 0.1 0.0
H -0.628 -6.559 1.170 0.0 0.1 0.0
H 1.085 -7.019 1.081 0.0 0.1 0.0
H 0.832 -2.463 3.329 0.1 0.0 0.1
H 0.237 -4.865 4.557 0.0 0.0 0.0
H 0.678 -6.291 3.605 0.0 0.0 0.1
H -0.954 -5.627 3.499 0.0 0.0 0.0
H -0.155 -2.791 -1.601 0.0 -0.1 0.0
H 0.320 -3.205 -4.002 0.0 0.0 0.0
H 2.101 -4.784 -4.661 0.0 0.1 0.0
H 3.480 -5.883 -2.932 0.0 0.0 0.0
H 3.026 -5.456 -0.537 0.0 0.0 0.0
C -5.661 0.823 -0.375 0.0 0.1 -0.1
C -4.913 1.566 -1.482 0.0 -0.1 0.1
C -3.443 1.169 -1.585 0.1 0.2 0.3
S -2.325 1.877 -0.327 -0.7 0.5 -1.2
O -2.970 1.648 1.001 0.0 -0.3 0.8
C -2.554 3.686 -0.670 0.0 -0.3 0.0
C -3.358 4.376 0.424 0.1 0.0 0.1
C -2.497 4.731 1.633 -0.1 0.0 -0.1
H -6.700 1.152 -0.342 0.0 0.0 0.0
H -5.209 1.010 0.596 0.0 0.0 0.0
H -5.654 -0.252 -0.562 0.0 0.0 0.0
H -5.001 2.644 -1.330 0.0 0.0 -0.1
H -5.384 1.339 -2.441 0.0 0.1 0.0
H -2.994 1.465 -2.536 0.0 0.0 0.0
H -3.315 0.092 -1.463 0.1 0.0 -0.1
H -3.022 3.767 -1.650 0.0 0.0 0.0
H -1.545 4.096 -0.714 0.0 0.0 -0.1
H -4.171 3.724 0.745 -0.1 0.1 0.0
H -3.800 5.285 0.010 0.0 0.0 -0.1
H -2.100 3.824 2.091 0.0 0.0 0.0
H -3.089 5.259 2.378 0.0 0.0 0.0
H -1.661 5.371 1.341 0.0 0.0 0.0
C 1.344 3.489 2.588 0.0 0.1 -0.1
C 1.443 4.112 1.227 -0.1 -0.7 -0.1
C 1.854 5.412 1.049 0.1 0.2 -0.1
C 1.925 5.979 -0.221 -0.1 -0.2 0.0
C 1.602 5.222 -1.347 0.1 0.2 0.0
C 1.191 3.916 -1.240 -0.3 -0.4 0.3
C 0.845 3.089 -2.441 0.0 0.0 0.1
C 1.084 3.322 0.074 0.5 1.7 -0.4
N 0.670 2.096 0.212 -0.5 -3.8 0.2
H 2.127 3.868 3.243 0.0 0.0 0.0
H 1.418 2.405 2.514 0.0 0.0 0.1
H 0.381 3.732 3.044 0.0 0.0 0.0
H 2.131 6.002 1.913 0.0 0.0 0.0
H 2.233 7.009 -0.336 0.0 0.0 0.0
H 1.683 5.670 -2.330 0.0 0.0 0.0
H 1.267 3.526 -3.344 0.0 0.0 0.0
H -0.240 3.025 -2.566 0.0 0.0 0.0
H 1.220 2.073 -2.317 0.0 0.0 -0.1